Entry 1:
C15H22Br2F9O8S | wB97M-V/def2-TZVPD

Structure (XYZ):
```
57
Properties=species:S:1:pos:R:3:lowdin_charge:R:1
C -1.773 3.874 2.191 -0.132
C -1.762 4.536 0.816 -0.791
Br -1.023 3.334 -0.513 0.850
C -3.089 5.081 0.234 -0.913
Br -3.327 6.971 0.519 0.831
S -4.671 4.398 0.750 1.058
O -4.636 4.499 2.330 -0.236
O -4.493 2.871 0.488 -0.206
H -2.462 3.039 2.304 0.073
H -2.002 4.614 2.956 0.095
H -0.776 3.494 2.398 0.090
H -1.091 5.386 0.890 0.081
H -3.146 4.909 -0.843 0.056
H -5.238 5.206 2.628 0.116
H -3.578 2.536 0.546 0.076
C 1.389 -2.383 0.004 -0.051
C 2.210 -2.222 -1.252 -0.175
O 2.048 -0.892 -1.810 0.030
C 2.785 0.057 -1.264 -0.409
O 3.580 -0.042 -0.379 0.177
C 2.499 1.402 -1.972 -0.542
F 1.171 1.590 -2.123 0.093
F 3.056 1.421 -3.183 0.182
F 2.973 2.419 -1.263 0.174
H 0.339 -2.160 -0.194 0.082
H 1.464 -3.404 0.368 0.063
H 1.738 -1.713 0.791 0.084
H 1.875 -2.892 -2.039 0.129
H 3.269 -2.401 -1.071 0.128
C 6.417 -3.790 4.862 -0.057
C 6.019 -3.412 3.455 -0.185
O 5.073 -4.364 2.907 0.036
C 3.812 -4.200 3.257 -0.410
O 3.346 -3.353 3.960 0.167
C 2.939 -5.270 2.560 -0.544
F 3.485 -6.481 2.622 0.181
F 2.797 -4.937 1.260 0.139
F 1.729 -5.313 3.104 0.176
H 6.817 -4.804 4.887 0.086
H 7.186 -3.106 5.221 0.085
H 5.566 -3.737 5.540 0.080
H 6.866 -3.453 2.775 0.126
H 5.581 -2.416 3.409 0.125
C -2.065 0.375 -2.815 -0.062
C -2.660 0.904 -4.099 -0.180
O -3.860 0.179 -4.446 0.046
C -4.947 0.549 -3.791 -0.398
O -5.031 1.404 -2.955 0.143
C -6.167 -0.266 -4.281 -0.553
F -5.872 -1.562 -4.379 0.177
F -6.542 0.179 -5.486 0.176
F -7.182 -0.119 -3.437 0.176
H -1.841 -0.688 -2.893 0.091
H -1.140 0.905 -2.591 0.044
H -2.760 0.516 -1.987 0.067
H -1.987 0.770 -4.942 0.132
H -2.909 1.961 -4.019 0.123
```

Results
strongest force on any atom: 0.4 eV/A
total energy: -7631.455094 Ha
total charge: +1
LUMO: -3.792 eV
M: 693.19 g mol⁻¹

Entry 2:
C21H22N2Os | wB97M-V/def2-TZVPD

Structure (XYZ):
```
46
Properties=species:S:1:pos:R:3:lowdin_charge:R:1
C -2.766 -0.820 0.694 -0.245
C -2.454 1.196 -1.632 -0.231
H -3.590 -0.702 -0.033 0.040
H -3.072 -0.325 1.599 0.039
H -2.233 -1.767 0.687 0.012
H -1.676 1.319 -2.374 0.014
H -3.157 0.353 -1.759 0.029
H -3.008 2.055 -1.278 0.031
C 0.078 -2.436 0.658 -0.018
C 0.953 -3.515 0.499 0.072
C 1.979 -3.438 -0.441 0.038
C 2.107 -2.258 -1.153 0.077
H -0.520 -2.313 1.578 0.131
H 0.828 -4.369 1.154 0.147
H 2.690 -4.246 -0.586 0.145
H 2.968 -2.046 -1.769 0.128
N 0.004 -1.456 -0.287 -0.004
C 1.131 -1.264 -1.058 -0.133
C 1.380 0.071 -1.612 -0.139
N 0.404 0.986 -1.353 -0.015
C 0.673 2.283 -1.614 -0.041
C 2.732 1.744 -2.720 0.030
C 1.759 2.673 -2.386 0.060
H -0.013 3.016 -1.192 0.112
H 1.815 3.699 -2.719 0.144
C 2.569 0.445 -2.268 0.072
H 3.331 -0.301 -2.449 0.126
H 3.587 2.006 -3.333 0.144
Os -1.401 0.299 -0.159 1.482
C -1.335 2.300 0.486 -0.241
H -1.729 3.153 -0.077 0.042
H -0.421 2.633 0.991 0.052
H -2.083 1.989 1.243 0.036
C -0.850 0.252 1.808 -0.220
C -0.579 0.073 3.019 -0.017
C -0.274 0.029 4.427 -0.243
C -1.177 0.562 5.384 -0.025
C -0.951 0.445 6.758 -0.055
C 0.193 -0.213 7.240 -0.045
C 1.129 -0.692 6.309 -0.064
C 0.900 -0.584 4.934 -0.042
H -2.113 0.985 5.017 0.117
H -1.696 0.825 7.463 0.118
H 0.327 -0.417 8.309 0.122
H 2.029 -1.202 6.658 0.113
H 1.563 -1.042 4.200 0.104
```

Results
strongest force on any atom: 5.4 eV/A
total energy: -1012.681855 Ha
total charge: +2
spin multiplicity: 5
LUMO (alpha / beta): -8.184 / -11.745 eV
M: 492.65 g mol⁻¹

Entry 3:
C16H16ClNO4S | wB97M-V/def2-TZVPD

Structure (XYZ):
```
39
Properties=species:S:1:pos:R:3:lowdin_charge:R:1
O 0.237 1.215 -0.822 0.078
C 0.508 0.067 -1.094 -0.454
N -0.166 -0.678 -1.987 0.091
H 0.105 -1.633 -2.159 0.156
C -1.325 -0.172 -2.693 -0.080
C -2.515 -1.052 -2.495 -0.261
C -2.999 -1.693 -1.393 -0.026
C -4.154 -2.394 -1.819 -0.058
C -4.284 -2.128 -3.146 -0.123
O -3.293 -1.322 -3.566 0.046
H -5.007 -2.437 -3.874 0.118
H -4.792 -3.007 -1.216 0.101
H -2.587 -1.672 -0.406 0.053
H -1.503 0.835 -2.300 0.133
H -1.117 -0.096 -3.767 0.136
C 1.683 -0.666 -0.427 -0.061
H 2.320 -1.126 -1.191 0.139
H 1.315 -1.417 0.275 0.133
O 2.421 0.262 0.338 -0.005
C 3.023 1.231 -0.373 -0.498
O 3.150 1.191 -1.567 0.133
C 3.511 2.350 0.515 -0.135
C 2.347 2.997 1.273 -0.425
H 1.413 2.881 0.727 0.068
H 2.548 4.055 1.436 0.073
S 2.132 2.303 2.952 0.948
C 0.968 0.988 2.701 -0.546
C -0.244 1.207 2.063 -0.098
C -1.131 0.162 1.889 -0.103
C -0.807 -1.094 2.377 -0.672
C 0.384 -1.314 3.052 -0.115
C 1.271 -0.267 3.212 -0.106
H 2.207 -0.419 3.726 0.107
H 0.616 -2.294 3.438 0.106
Cl -1.906 -2.415 2.148 0.684
H -2.068 0.325 1.381 0.111
H -0.501 2.186 1.692 0.115
H 4.239 1.954 1.226 0.114
H 4.003 3.086 -0.122 0.123
```

Results
structure (SMILES): O=C(COC(=O)CCSc1ccc(Cl)cc1)NCc1ccco1
strongest force on any atom: 0.9 eV/A
total energy: -1833.413026 Ha
LUMO: 0.634 eV
M: 353.83 g mol⁻¹
relative energy (zero: lowest compared OMol25 entry of this formula, charge and spin): 6.7 kcal/mol

Entry 4:
C6H9N | wB97M-V/def2-TZVPD

Structure (XYZ):
```
16
Properties=species:S:1:pos:R:3:lowdin_charge:R:1
C -1.573 -0.944 -1.147 -0.049
C -0.322 -0.308 -0.661 -0.283
C 0.787 0.142 -1.217 -0.008
C 1.482 0.750 0.047 -0.327
C -0.153 0.293 0.776 -0.245
C -0.027 -0.567 1.859 0.023
N 1.780 2.054 0.085 0.122
H 0.973 2.587 0.418 0.054
H 1.269 -0.028 -2.168 0.100
H 2.298 0.055 0.327 0.128
H -0.861 1.127 0.866 0.129
H -1.734 -1.896 -0.632 0.081
H -1.516 -1.144 -2.220 0.079
H -2.443 -0.310 -0.950 0.084
H -0.883 -0.806 2.481 0.054
H 0.924 -1.005 2.136 0.058
```

Results
strongest force on any atom: 4.3 eV/A
total energy: -288.559361 Ha
LUMO (alpha / beta): 0.141 / -0.489 eV
M: 95.14 g mol⁻¹
relative energy (zero: lowest compared OMol25 entry of this formula, charge and spin): 139.7 kcal/mol

Entry 5:
H15NO6 | wB97M-V/def2-TZVPD

Structure (XYZ):
```
22
Properties=species:S:1:pos:R:3:lowdin_charge:R:1
N -2.228 0.047 -0.800 0.033
H -2.702 0.933 -0.774 0.026
H -2.235 -0.299 0.171 0.045
H -2.282 -0.699 -1.459 -0.020
H 1.971 1.444 -2.800 0.042
H 1.551 0.223 -2.006 0.005
O 1.945 1.101 -1.900 -0.059
H 1.636 1.725 2.833 0.029
H 0.671 1.675 1.754 0.032
O 0.675 1.721 2.722 -0.067
H -2.518 -3.804 -2.929 0.041
H -1.885 -2.410 -2.879 0.014
O -2.613 -2.935 -2.528 -0.060
H -0.633 -1.051 -1.416 -0.016
H 0.508 -1.909 -0.959 0.061
O 0.206 -1.423 -1.738 -0.063
H -0.171 -1.350 4.890 0.025
H -0.559 -0.038 4.098 0.014
O -0.878 -0.896 4.428 -0.072
H 3.387 3.406 0.589 0.038
H 2.997 2.048 -0.074 0.012
O 3.156 2.493 0.776 -0.060
```

Results
structure (SMILES): N.O.O.O.O.O.O
strongest force on any atom: 2.9 eV/A
total energy: -515.173757 Ha
LUMO: 0.427 eV
M: 125.12 g mol⁻¹
relative energy (zero: lowest compared OMol25 entry of this formula, charge and spin): 28.7 kcal/mol

Entry 6:
C4H7N4 | wB97M-V/def2-TZVPD

Structure (XYZ):
```
15
Properties=species:S:1:pos:R:3:lowdin_charge:R:1
C 0.746 0.837 -2.316 -0.200
C 1.790 0.011 -2.757 0.042
C -1.473 -0.049 2.320 -0.341
C -0.376 0.607 -1.316 0.030
N -0.658 0.243 -2.477 0.203
N 2.596 -0.714 -3.158 0.370
N -1.231 -0.615 3.482 0.117
N -0.602 0.240 1.412 0.016
H 0.780 1.652 -2.934 0.105
H -2.499 0.234 2.187 0.126
H 3.192 -1.419 -3.589 0.169
H -1.868 -0.943 4.122 0.074
H -0.180 -0.887 3.621 0.173
H -0.574 0.774 -0.216 0.070
H 0.356 0.030 1.620 0.048
```

Results
strongest force on any atom: 5.6 eV/A
total energy: -375.247939 Ha
total charge: +1
LUMO: -3.917 eV
M: 111.13 g mol⁻¹
relative energy (zero: lowest compared OMol25 entry of this formula, charge and spin): 97.0 kcal/mol

Entry 7:
C27H35BO3S | wB97M-V/def2-TZVPD

Structure (XYZ):
```
67
Properties=species:S:1:pos:R:3:lowdin_charge:R:1
C 3.686 0.109 -0.150 0.006
O 2.513 0.387 0.656 -0.058
C 1.611 -0.579 0.718 -0.063
C 0.226 -0.302 0.460 -0.165
C -0.643 -1.395 0.223 0.010
C -1.970 -1.188 -0.119 -0.020
C -2.499 0.110 -0.227 -0.223
C -3.983 0.261 -0.497 -0.035
C -1.624 1.198 -0.050 -0.004
C -0.292 1.015 0.314 0.042
H 4.140 1.077 -0.386 0.111
H 4.402 -0.525 0.405 0.101
H 3.374 -0.408 -1.074 0.107
H 1.970 -1.588 0.426 0.151
H -0.219 -2.403 0.252 0.131
H -2.622 -2.041 -0.333 0.128
H -4.304 1.308 -0.574 0.083
H -4.289 -0.249 -1.425 0.092
H -4.574 -0.205 0.309 0.098
H -1.992 2.216 -0.224 0.125
H 0.402 1.848 0.399 0.130
C -2.532 3.115 5.196 -0.077
C -1.354 2.197 5.343 -0.313
C -1.541 0.813 5.414 -0.060
C -0.443 -0.053 5.514 -0.040
C 0.850 0.453 5.529 -0.089
B 2.122 -0.578 5.650 -0.952
C 2.354 -0.828 7.258 -0.372
C 1.818 -1.806 8.068 -0.135
C 2.275 -1.704 9.431 -0.149
C 3.204 -0.704 9.629 -0.609
C 3.841 -0.284 10.897 -0.137
S 3.508 0.131 8.132 1.064
O 1.874 -1.942 5.247 0.057
C 2.802 -2.131 4.201 -0.464
C 3.103 -3.612 4.028 -0.001
C 2.156 -1.621 2.930 -0.024
C 4.038 -1.176 4.618 -0.466
C 4.933 -1.832 5.658 -0.022
C 4.925 -0.660 3.490 -0.014
O 3.360 -0.053 5.168 0.027
C 1.048 1.828 5.509 -0.036
C -0.049 2.697 5.403 -0.055
H -2.199 4.153 5.150 0.066
H -3.078 2.889 4.275 0.068
H -3.239 3.014 6.025 0.076
H -2.556 0.412 5.408 0.101
H -0.606 -1.127 5.617 0.111
H 1.113 -2.569 7.749 0.102
H 1.925 -2.348 10.234 0.094
H 3.517 -0.947 11.702 0.071
H 4.934 -0.320 10.830 0.068
H 3.545 0.742 11.150 0.070
H 3.803 -3.761 3.199 0.085
H 3.523 -4.051 4.935 0.090
H 2.172 -4.134 3.779 0.090
H 2.833 -1.857 2.104 0.076
H 1.192 -2.118 2.761 0.113
H 1.969 -0.539 2.987 0.112
H 5.524 -2.622 5.176 0.087
H 5.631 -1.088 6.059 0.091
H 4.361 -2.263 6.486 0.090
H 5.394 -1.490 2.946 0.086
H 4.376 -0.023 2.789 0.067
H 5.733 -0.061 3.926 0.094
H 2.053 2.241 5.602 0.112
H 0.102 3.778 5.382 0.099
```

Results
strongest force on any atom: 4.3 eV/A
total energy: -1698.522523 Ha
LUMO: -2.927 eV
M: 450.45 g mol⁻¹
relative energy (zero: lowest compared OMol25 entry of this formula, charge and spin): 0.0 kcal/mol

Entry 8:
C6H9BrO4S | wB97M-V/def2-TZVPD

Structure (XYZ):
```
21
Properties=species:S:1:pos:R:3:lowdin_charge:R:1
C -0.723 -0.396 -0.387 0.083
C -1.975 -0.702 -0.289 -0.856
C 0.921 0.401 1.337 -0.012
C 1.427 0.432 -1.079 -0.053
C 1.367 -1.787 0.096 -0.050
C 0.731 -0.367 0.033 -0.563
O -2.065 1.605 1.216 -0.247
O -3.401 2.547 -0.504 -0.203
O -1.200 1.702 -1.082 -0.240
O -2.978 0.101 -0.534 -0.119
S -2.362 1.699 -0.163 0.486
Br -2.163 -2.495 0.119 0.968
H 1.296 -0.250 2.114 0.080
H 1.752 1.077 1.015 0.094
H 0.013 0.934 1.683 0.084
H 0.750 1.309 -0.990 0.073
H 1.478 -0.006 -2.037 0.079
H 2.481 0.750 -0.737 0.122
H 1.061 -2.490 -0.727 0.093
H 1.173 -2.313 1.082 0.101
H 2.420 -1.750 -0.166 0.081
```

Results
strongest force on any atom: 3.1 eV/A
total energy: -3507.026899 Ha
LUMO: -1.988 eV
M: 257.10 g mol⁻¹
relative energy (zero: lowest compared OMol25 entry of this formula, charge and spin): 42.7 kcal/mol